(one)
Entry from the Open Molecules 2025 dataset: an isolated ion of composition C5H13N2 and charge +1 (ωB97M-V/def2-TZVPD).

Structure (XYZ):
```
20
Properties=species:S:1:pos:R:3
C 2.381 -0.886 -0.364
C 1.284 -0.137 -0.414
N 1.245 1.234 0.146
C -0.014 -0.551 -1.039
C -1.292 -0.232 -0.165
C -1.165 -0.794 1.256
N -1.369 1.333 -0.134
H 2.363 -1.933 -0.655
H 3.290 -0.655 0.158
H 1.763 1.701 -0.600
H 1.874 1.326 0.960
H -0.174 -0.228 -2.058
H -0.069 -1.639 -1.184
H -2.222 -0.584 -0.600
H -0.571 -0.170 1.958
H -2.161 -0.784 1.697
H -0.897 -1.838 1.381
H -2.040 1.671 0.559
H -1.852 1.580 -0.997
H -0.375 1.586 0.094
```

Results
Total charge   +1
SMILES   C=C(N)C[C@@H](C)[NH3+]
Highest occupied orbital energy   -13.639 eV
HOMO-LUMO gap   10.604 eV

(two)
Entry from the Open Molecules 2025 dataset: an isolated ion of composition C5H13N2 and charge +1 (ωB97M-V/def2-TZVPD).

Structure (XYZ):
```
20
Properties=species:S:1:pos:R:3
C 2.001 0.907 -0.161
C 0.519 0.714 -0.417
C -0.529 0.839 0.659
N -1.851 1.239 0.239
C -0.271 -0.526 0.111
C 0.557 -1.730 0.577
N -1.279 -0.812 -0.949
H 2.609 -0.065 -0.069
H 2.091 1.486 0.720
H 2.292 1.521 -1.095
H 0.189 0.954 -1.399
H -0.235 1.229 1.592
H -2.014 2.116 -0.269
H -2.507 1.262 0.911
H 1.375 -1.773 -0.229
H -0.149 -2.559 0.555
H 0.909 -1.938 1.628
H -0.897 -0.986 -1.918
H -1.803 0.087 -0.735
H -1.847 -1.568 -0.669
```

Results
Total charge   +1
SMILES   C[C@@H]1[C@@H](N)[C@@]1(C)[NH3+]
Highest occupied orbital energy   -14.312 eV
HOMO-LUMO gap   11.323 eV

Most stable to least stable: (one), (two)

(one)
Entry from the Open Molecules 2025 dataset: an isolated ion of composition C5H13N2 and charge +1 (ωB97M-V/def2-TZVPD).

Structure (XYZ):
```
20
Properties=species:S:1:pos:R:3
C 2.079 -0.526 1.522
C 0.917 -0.019 1.141
N -0.293 0.007 1.953
C 0.728 0.761 -0.137
C -0.445 0.443 -1.065
C -0.348 -0.813 -1.910
N -1.765 0.376 -0.297
H 2.880 -0.036 0.958
H 2.433 -1.328 2.152
H -0.347 0.748 2.636
H -0.572 -0.872 2.365
H 0.560 1.786 0.208
H 1.631 0.680 -0.743
H -0.532 1.286 -1.743
H 0.686 -1.138 -2.073
H -0.875 -1.705 -1.603
H -0.615 -0.658 -2.952
H -2.209 -0.523 -0.503
H -2.429 1.066 -0.632
H -1.483 0.466 0.724
```

Results
Total charge   +1
SMILES   C=C(N)C[C@@H](C)[NH3+]
Highest occupied orbital energy   -13.085 eV
HOMO-LUMO gap   9.961 eV

(two)
Entry from the Open Molecules 2025 dataset: an isolated ion of composition C5H13N2 and charge +1 (ωB97M-V/def2-TZVPD).

Structure (XYZ):
```
20
Properties=species:S:1:pos:R:3
C 1.490 -1.674 1.533
C 1.761 -1.298 0.294
C 1.315 0.036 -0.306
C -0.100 0.369 0.113
N -0.337 1.863 0.101
C -1.123 -0.239 -0.837
N -2.432 0.465 -0.733
H 1.061 -0.946 2.213
H 1.541 -2.641 1.992
H 2.345 -1.948 -0.349
H 1.426 -0.145 -1.357
H 2.077 0.811 -0.159
H -0.168 0.108 1.154
H -1.317 2.137 0.019
H -0.017 2.280 0.976
H 0.100 2.313 -0.700
H -1.208 -1.310 -0.660
H -0.839 0.026 -1.842
H -3.042 -0.003 -0.069
H -2.901 0.352 -1.624
```

Results
Total charge   +1
SMILES   C=CC[C@@H]([NH3+])CN
Highest occupied orbital energy   -13.435 eV
HOMO-LUMO gap   10.147 eV

(three)
Entry from the Open Molecules 2025 dataset: an isolated ion of composition C5H13N2 and charge +1 (ωB97M-V/def2-TZVPD).

Structure (XYZ):
```
20
Properties=species:S:1:pos:R:3
C -1.378 -1.305 1.813
C -0.104 -0.813 1.072
N 1.151 -0.901 1.780
C -0.331 0.724 0.752
C -0.447 1.045 -0.744
C 0.422 0.455 -1.542
N 0.567 0.886 -2.969
H -1.749 -0.521 2.475
H -1.219 -2.192 2.429
H -2.158 -1.563 1.097
H -0.049 -1.494 0.206
H 1.662 -0.043 1.863
H 1.381 -1.741 2.260
H 0.574 1.270 1.009
H -1.184 1.082 1.308
H -1.152 1.815 -1.035
H 1.220 -0.153 -1.137
H 1.210 0.365 -3.555
H 0.872 1.860 -3.025
H -0.360 0.882 -3.383
```

Results
Total charge   +1
SMILES   C[C@H](N)C/C=C/[NH3+]
Highest occupied orbital energy   -11.806 eV
HOMO-LUMO gap   8.042 eV

(four)
Entry from the Open Molecules 2025 dataset: an isolated ion of composition C5H13N2 and charge +1 (ωB97M-V/def2-TZVPD).

Structure (XYZ):
```
20
Properties=species:S:1:pos:R:3
C -0.495 0.032 -1.330
C -0.086 -1.030 0.655
C 0.247 0.251 0.025
C 1.733 0.365 -0.175
C -0.299 1.547 0.773
N 0.081 -0.102 -2.526
N -1.270 -1.346 1.588
H -1.589 0.074 -1.278
H 0.549 -1.882 0.482
H 1.982 1.120 -1.066
H 2.113 -0.636 -0.347
H 2.223 0.758 0.708
H 0.242 1.610 1.698
H -1.384 1.613 1.108
H 0.002 2.387 0.270
H 1.132 0.159 -2.502
H -0.313 -0.736 -3.247
H -2.256 -1.351 1.026
H -1.431 -0.559 2.157
H -1.181 -2.275 1.981
```

Results
Total charge   +1
Highest occupied orbital energy (alpha / beta)   -11.130 / -11.129 eV
HOMO-LUMO gap (alpha / beta)   7.736 / 7.735 eV

Most stable to least stable: (two), (one), (three), (four)

(one)
Entry from the Open Molecules 2025 dataset: a 26-piece molecular cluster, H52O26 overall (ωB97M-V/def2-TZVPD).

Structure (XYZ):
```
78
Properties=species:S:1:pos:R:3
O 1.770 5.649 1.752
H 0.915 5.230 1.849
H 1.861 6.193 2.534
O -0.144 -5.676 -1.169
H -0.091 -6.296 -0.441
H -0.672 -4.953 -0.830
O -0.704 -3.412 -3.645
H -1.520 -3.912 -3.659
H -0.471 -3.358 -2.719
O -1.250 1.144 1.863
H -1.225 1.181 2.819
H -2.079 0.709 1.662
O -0.577 1.143 4.771
H 0.261 1.425 4.403
H -0.993 1.952 5.068
O -0.306 4.004 1.390
H -0.416 3.107 1.074
H -0.732 4.010 2.247
O 3.473 0.590 0.515
H 3.370 1.541 0.498
H 2.626 0.251 0.226
O 2.125 1.814 -4.018
H 1.409 1.317 -3.622
H 1.935 2.726 -3.796
O 3.262 3.426 0.224
H 3.021 4.235 0.675
H 3.647 3.718 -0.602
O -3.738 0.973 4.004
H -3.640 0.562 3.144
H -2.842 1.145 4.292
O -3.644 1.883 0.133
H -3.576 2.676 0.666
H -3.178 2.097 -0.676
O 1.056 -0.775 -3.404
H 0.472 -1.525 -3.513
H 1.559 -0.975 -2.615
O -1.543 1.415 -1.628
H -0.775 0.985 -1.253
H -1.454 1.286 -2.572
O -3.710 -0.805 -0.437
H -3.566 -0.555 -1.349
H -3.644 0.017 0.050
O -0.557 -2.653 -0.801
H -1.307 -2.844 -0.238
H 0.201 -2.716 -0.220
O 1.472 -2.956 0.926
H 1.919 -2.446 1.602
H 2.120 -3.602 0.645
O 6.077 -0.011 0.814
H 6.414 0.398 1.612
H 5.128 -0.031 0.937
O -2.329 -1.092 -3.789
H -1.878 -1.903 -4.022
H -2.949 -0.948 -4.504
O 0.775 -5.987 1.730
H 1.001 -5.095 1.468
H 1.613 -6.392 1.953
O 1.926 -5.402 -2.969
H 2.454 -6.067 -2.527
H 1.435 -4.979 -2.265
O -3.055 -3.383 -0.764
H -3.374 -2.485 -0.852
H -3.317 -3.645 0.119
O -0.354 5.699 -1.059
H -0.469 6.298 -0.321
H -0.296 4.832 -0.657
O -3.147 -1.210 2.315
H -3.065 -1.843 1.602
H -3.253 -1.746 3.101
O 0.836 0.048 -0.394
H 0.274 -0.700 -0.599
H 0.271 0.643 0.100
O 1.762 1.330 3.256
H 1.636 0.382 3.274
H 2.654 1.460 3.578
O 1.310 4.055 -2.460
H 0.498 4.328 -2.888
H 1.298 4.504 -1.614
```

Results
Highest occupied orbital energy   -9.860 eV
HOMO-LUMO gap   9.168 eV

(two)
Entry from the Open Molecules 2025 dataset: a 26-piece molecular cluster, H52O26 overall (ωB97M-V/def2-TZVPD).

Structure (XYZ):
```
78
Properties=species:S:1:pos:R:3
O -3.532 -2.513 3.367
H -4.058 -2.979 2.735
H -2.668 -2.945 3.302
O -1.900 3.003 -0.877
H -1.417 3.761 -1.238
H -1.987 2.465 -1.658
O 1.489 -3.139 3.330
H 2.067 -3.311 2.606
H 2.016 -3.213 4.155
O -4.415 0.225 2.588
H -4.139 -0.738 2.787
H -3.807 0.706 3.142
O 1.278 2.294 4.591
H 2.078 1.959 4.179
H 0.660 1.544 4.620
O 1.459 4.891 -0.487
H 1.306 4.412 0.325
H 0.594 4.883 -0.943
O -2.164 1.156 1.289
H -3.150 0.999 1.410
H -2.126 1.986 0.797
O 3.626 1.772 -1.552
H 4.398 1.858 -1.008
H 3.484 2.707 -1.722
O -0.857 -2.489 2.275
H -0.832 -1.689 2.785
H -0.019 -2.895 2.537
O 1.151 -0.437 -4.035
H 1.818 -1.006 -3.669
H 0.454 -1.072 -4.269
O -0.658 0.048 3.437
H -1.271 0.599 2.927
H 0.228 -0.012 2.995
O -0.399 4.845 -2.986
H 0.260 4.140 -3.146
H -0.973 4.780 -3.747
O -0.766 -2.125 -2.693
H -0.634 -3.059 -2.502
H -0.941 -1.710 -1.825
O 0.797 -4.819 -1.050
H 1.475 -4.566 -0.408
H -0.021 -4.552 -0.629
O -2.871 -4.170 0.544
H -2.789 -3.316 0.157
H -2.515 -4.793 -0.057
O -1.795 -5.035 -2.301
H -1.317 -5.650 -2.814
H -2.689 -5.009 -2.636
O 1.474 2.577 -3.586
H 2.396 2.755 -3.587
H 1.372 1.657 -3.835
O -0.457 -1.074 -0.076
H -0.421 -0.217 0.334
H -0.607 -1.667 0.692
O 4.018 4.479 -1.362
H 4.798 4.682 -0.876
H 3.249 4.627 -0.826
O 1.893 0.119 2.070
H 1.589 0.689 1.315
H 2.057 -0.778 1.731
O 0.773 4.167 2.397
H 0.890 5.019 2.840
H 0.868 3.518 3.064
O 2.954 -3.448 0.177
H 3.631 -4.058 -0.162
H 2.965 -2.608 -0.328
O -2.150 0.491 -2.969
H -1.555 -0.113 -3.416
H -2.858 -0.074 -2.628
O 2.649 -1.044 -0.986
H 3.058 -0.196 -0.934
H 1.741 -0.880 -1.128
O 1.028 1.687 -0.248
H 1.629 1.485 -0.965
H 0.270 2.193 -0.558
O -3.628 -0.683 -0.632
H -4.406 -0.975 -0.165
H -3.146 -0.123 0.023
```

Results
Highest occupied orbital energy   -10.827 eV
HOMO-LUMO gap   10.897 eV

Most stable to least stable: (two), (one)

(one)
Entry from the Open Molecules 2025 dataset: a 2-piece molecular cluster, C12H17N overall (ωB97M-V/def2-TZVPD).

Structure (XYZ):
```
30
Properties=species:S:1:pos:R:3
C 4.017 -1.085 -3.056
C 3.362 -0.715 -1.763
C 3.907 -0.501 -0.522
N 2.873 -0.146 0.369
C 1.695 -0.072 -0.311
C 0.379 0.001 0.175
C -0.620 -0.175 -0.745
C -0.408 -0.361 -2.105
C 0.895 -0.466 -2.574
C 1.955 -0.433 -1.655
H 4.560 -0.183 -3.443
H 3.323 -1.359 -3.860
H 4.761 -1.884 -2.872
H 4.953 -0.371 -0.274
H 3.198 0.368 1.168
H 0.182 0.136 1.230
H -1.662 -0.042 -0.403
H -1.180 -0.435 -2.857
H 1.007 -0.543 -3.675
C -3.619 1.919 2.058
C -2.945 0.498 2.013
C -3.462 -0.250 3.254
H -2.982 2.648 2.539
H -4.641 1.883 2.423
H -3.612 2.373 1.054
H -3.443 0.024 1.161
H -1.865 0.510 1.878
H -3.497 0.377 4.141
H -4.458 -0.712 3.166
H -2.674 -1.005 3.483
```

Results
SMILES   Cc1c[nH]c2ccccc12.CCC
Highest occupied orbital energy   -7.832 eV
HOMO-LUMO gap   8.760 eV

(two)
Entry from the Open Molecules 2025 dataset: a 2-piece molecular cluster, C12H17N overall (ωB97M-V/def2-TZVPD).

Structure (XYZ):
```
30
Properties=species:S:1:pos:R:3
C -0.986 0.580 3.311
C -1.359 0.967 1.886
C -0.912 -0.197 0.997
C -1.645 -1.325 0.775
N -0.967 -2.182 -0.057
C 0.211 -1.614 -0.442
C 1.258 -2.041 -1.249
C 2.395 -1.277 -1.397
C 2.490 -0.055 -0.703
C 1.449 0.382 0.085
C 0.268 -0.348 0.208
H 0.043 0.780 3.604
H -1.174 -0.457 3.521
H -1.601 1.043 4.106
H -2.433 1.042 1.723
H -0.763 1.821 1.585
H -2.601 -1.618 1.176
H -1.316 -3.108 -0.225
H 1.156 -2.974 -1.782
H 3.119 -1.530 -2.163
H 3.374 0.542 -0.810
H 1.579 1.278 0.694
C -0.738 2.379 -2.452
C -0.577 3.049 -1.090
H -0.026 1.549 -2.480
H -1.725 1.931 -2.598
H -0.568 3.059 -3.271
H 0.062 2.578 -0.344
H -1.497 3.257 -0.540
H -0.154 4.046 -1.239
```

Results
SMILES   CCc1c[nH]c2ccccc12.CC
Highest occupied orbital energy   -7.784 eV
HOMO-LUMO gap   8.670 eV

(three)
Entry from the Open Molecules 2025 dataset: a 2-piece molecular cluster, C12H17N overall (ωB97M-V/def2-TZVPD).

Structure (XYZ):
```
30
Properties=species:S:1:pos:R:3
C 1.087 -1.189 -3.706
C 0.468 -0.703 -2.469
C -0.321 -1.427 -1.604
N -0.616 -0.570 -0.546
C -0.058 0.658 -0.686
C -0.153 1.818 0.080
C 0.261 3.005 -0.515
C 0.854 2.903 -1.770
C 1.326 1.762 -2.359
C 0.673 0.583 -1.934
H 1.627 -0.413 -4.273
H 0.319 -1.485 -4.444
H 1.899 -1.876 -3.419
H -0.581 -2.461 -1.810
H -1.410 -0.804 0.025
H -0.633 1.902 1.053
H 0.130 4.033 -0.173
H 1.084 3.880 -2.211
H 2.052 1.765 -3.168
C 0.103 -0.121 2.558
C -1.224 -0.797 2.856
C -1.157 -2.126 3.626
H 0.753 -0.663 1.877
H 0.508 -0.053 3.569
H -0.039 0.925 2.372
H -1.810 -0.105 3.476
H -1.824 -1.085 1.955
H -1.916 -2.238 4.400
H -1.145 -3.030 2.986
H -0.256 -2.088 4.254
```

Results
SMILES   Cc1c[nH]c2ccccc12.CCC
Highest occupied orbital energy   -7.716 eV
HOMO-LUMO gap   8.618 eV

Most stable to least stable: (two), (one), (three)

(one)
Entry from the Open Molecules 2025 dataset: a single C13H11NS molecule (ωB97M-V/def2-TZVPD).

Structure (XYZ):
```
26
Properties=species:S:1:pos:R:3
C -1.401 -1.823 0.784
N -0.161 -1.206 0.288
C -0.284 -0.697 -1.054
C -1.508 -0.803 -1.865
C -1.594 -0.266 -3.232
C -0.437 0.367 -3.826
C 0.809 0.478 -3.080
C 0.855 -0.050 -1.735
S 2.377 0.082 -0.730
C 1.654 0.472 0.904
C 2.266 1.435 1.795
C 1.646 1.738 3.075
C 0.426 1.042 3.432
C -0.182 0.061 2.527
C 0.399 -0.251 1.210
H -1.303 -2.267 1.806
H -2.217 -1.036 0.783
H -1.754 -2.613 0.071
H -2.423 -1.296 -1.479
H -2.563 -0.359 -3.771
H -0.490 0.767 -4.861
H 1.716 0.979 -3.494
H 3.203 1.926 1.435
H 2.133 2.503 3.716
H -0.058 1.247 4.416
H -1.109 -0.430 2.885
```

Results
SMILES   CN1c2ccccc2Sc2ccccc21
Highest occupied orbital energy   -7.770 eV
HOMO-LUMO gap   8.623 eV

(two)
Entry from the Open Molecules 2025 dataset: a single C13H11NS molecule (ωB97M-V/def2-TZVPD).

Structure (XYZ):
```
26
Properties=species:S:1:pos:R:3
C -2.970 0.820 -0.105
C -2.153 -0.392 0.233
C -2.716 -1.662 0.168
C -1.992 -2.816 0.448
C -0.655 -2.712 0.802
C -0.091 -1.451 0.904
C -0.821 -0.286 0.640
N -0.196 1.000 0.796
C 1.069 1.060 0.111
C 1.337 2.122 -0.744
C 2.593 2.214 -1.334
C 3.554 1.228 -1.126
C 3.273 0.135 -0.315
C 2.030 0.068 0.307
S 1.605 -1.258 1.407
H -3.291 0.762 -1.144
H -2.397 1.727 0.026
H -3.862 0.870 0.513
H -3.754 -1.759 -0.121
H -2.453 -3.787 0.376
H -0.044 -3.579 0.999
H 0.007 1.092 1.793
H 0.595 2.886 -0.905
H 2.825 3.052 -1.974
H 4.516 1.320 -1.607
H 3.991 -0.653 -0.148
```

Results
SMILES   Cc1cccc2c1Nc1ccccc1S2
Highest occupied orbital energy   -8.268 eV
HOMO-LUMO gap   9.144 eV

Most stable to least stable: (two), (one)

(one)
Entry from the Open Molecules 2025 dataset: an isolated ion of composition C3H6NO2 and charge +1 (ωB97M-V/def2-TZVPD).

Structure (XYZ):
```
12
Properties=species:S:1:pos:R:3
C -2.100 1.197 -0.008
C -0.949 0.636 0.185
C 0.290 0.244 0.302
N 0.741 -1.174 0.169
O 1.342 1.053 0.570
O 2.432 0.670 -0.429
H -2.205 1.510 -1.105
H -3.022 1.199 0.592
H 0.608 -1.874 0.866
H 1.652 -1.169 -0.364
H 0.260 -1.353 -0.751
H 2.931 1.562 -0.510
```

Results
Total charge   +1
SMILES   C=C=C([NH3+])OO
Highest occupied orbital energy   -14.313 eV
HOMO-LUMO gap   9.884 eV

(two)
Entry from the Open Molecules 2025 dataset: C3H6NO2 as an isolated structure (ωB97M-V/def2-TZVPD).

Structure (XYZ):
```
12
Properties=species:S:1:pos:R:3
C -0.822 -0.509 -0.613
C 0.958 0.308 -0.312
C 0.850 0.389 1.158
N -1.926 -0.398 -0.918
O 2.109 -0.129 -0.836
O -3.127 -0.138 -1.206
H 0.513 0.960 -1.021
H -0.156 0.753 1.703
H 1.594 0.940 1.645
H 0.982 -0.577 1.787
H 2.642 -0.710 -0.313
H -3.618 -0.889 -1.075
```

Results
Total charge   +1
Highest occupied orbital energy   -16.621 eV
HOMO-LUMO gap   11.942 eV

(three)
Entry from the Open Molecules 2025 dataset: an isolated ion of composition C3H6NO2 and charge +1 (ωB97M-V/def2-TZVPD).

Structure (XYZ):
```
12
Properties=species:S:1:pos:R:3
C -1.379 0.322 -0.208
C -0.386 1.238 -0.023
C 1.304 -0.215 0.011
N -1.382 -0.978 0.178
O 0.886 0.880 0.390
O 2.507 -0.662 -0.040
H -2.141 0.932 -0.766
H -0.451 2.239 -0.153
H 0.587 -0.876 -0.525
H -0.732 -1.290 0.879
H -2.087 -1.573 -0.117
H 3.273 -0.017 0.374
```

Results
Total charge   +1
Highest occupied orbital energy (alpha / beta)   -13.339 / -13.339 eV
HOMO-LUMO gap (alpha / beta)   8.474 / 8.475 eV

Most stable to least stable: (three), (two), (one)